C37H75BrCl22N3O3PS2Si2 as an isolated structure. Source: the OMol25 dataset; level of theory: wB97M-V/def2-TZVPD.

## Properties
Lowest unoccupied orbital energy in eV: -0.1
Total energy in hartree: -16259.99946
Highest occupied orbital energy in eV: -7.334

Geometry as XYZ:
```
146
Properties=species:S:1:pos:R:3:lowdin_charge:R:1
C 4.996 5.239 -0.488 -0.17
C 4.120 4.558 -1.586 -0.46
P 2.651 3.719 -0.828 0.87
C 3.131 2.207 0.157 -0.49
C 3.923 1.138 -0.619 -0.17
Si 1.097 3.265 -2.352 0.11
N 0.247 4.776 -2.638 -0.04
O 1.718 2.853 -3.843 -0.23
C 2.505 1.655 -3.829 -0.23
C 2.963 1.387 -5.282 -0.39
C 4.505 1.347 -5.335 -0.05
O 2.470 0.136 -5.757 -0.05
O 0.118 2.088 -1.670 -0.29
Si -1.325 1.714 -2.456 0.09
C -2.551 3.148 -2.464 -0.24
Br -1.091 1.069 -4.594 0.50
C -2.124 0.302 -1.474 -0.33
C -1.679 -1.119 -1.925 -0.31
C -0.394 -1.555 -1.162 -0.48
S 1.039 -1.573 -2.276 0.94
C 2.315 -2.340 -1.322 -1.06
S 2.367 -2.333 0.289 0.72
N 3.282 -2.996 -2.131 -0.17
C 4.055 -2.300 -3.033 -0.08
C 4.808 -3.272 -3.628 -0.15
N 4.522 -4.502 -3.101 0.06
C 3.589 -4.310 -2.215 -0.18
H 6.043 4.942 -0.611 0.07
H 4.972 6.330 -0.593 0.07
H 4.643 5.027 0.524 -0.01
H 4.724 3.934 -2.255 0.06
H 3.716 5.382 -2.190 0.06
H 3.802 2.561 0.973 -0.01
H 2.235 1.830 0.658 0.06
H 4.505 0.469 0.031 0.07
H 3.214 0.489 -1.153 0.03
H 4.642 1.569 -1.326 0.06
H 0.965 5.496 -2.563 0.02
H -0.399 4.899 -1.862 0.02
H 1.964 0.773 -3.468 0.06
H 3.418 1.878 -3.264 0.08
H 2.626 2.208 -5.930 0.14
H 4.932 0.657 -4.596 0.07
H 4.838 0.999 -6.325 0.08
H 4.920 2.348 -5.167 0.09
H 3.067 -0.180 -6.442 0.08
H -2.288 3.768 -3.334 0.02
H -2.435 3.798 -1.591 0.01
H -3.574 2.783 -2.590 0.00
H -1.925 0.383 -0.403 0.03
H -3.211 0.400 -1.574 0.00
H -1.576 -1.222 -3.009 0.05
H -2.459 -1.811 -1.580 0.11
H -0.184 -0.840 -0.362 0.06
H -0.552 -2.541 -0.718 0.03
H 4.028 -1.239 -3.229 0.10
H 5.524 -3.069 -4.415 0.10
H 3.118 -5.089 -1.631 0.13
Cl 5.795 6.103 3.559 0.54
C 4.247 5.896 4.421 -0.69
C 3.716 4.490 4.308 -0.64
Cl 3.195 4.099 2.646 0.63
H 3.540 6.621 4.022 0.08
H 4.433 6.131 5.469 -0.05
H 2.843 4.378 4.952 0.03
H 4.460 3.755 4.609 0.07
Cl -5.397 0.482 -3.334 0.55
C -6.526 1.704 -3.975 -0.63
C -6.288 1.983 -5.437 -0.71
Cl -4.740 2.821 -5.717 0.55
H -6.424 2.605 -3.373 0.07
H -7.532 1.311 -3.835 0.07
H -7.074 2.633 -5.821 0.07
H -6.286 1.070 -6.025 -0.03
Cl -0.667 -4.264 1.492 0.55
C 0.113 -5.395 2.632 -0.71
C 0.087 -4.878 4.045 -0.65
Cl 1.143 -3.459 4.266 0.55
H 1.129 -5.573 2.290 0.06
H -0.436 -6.325 2.576 0.00
H 0.451 -5.648 4.721 0.00
H -0.920 -4.601 4.351 0.07
Cl 4.787 5.692 7.792 0.59
C 5.872 6.948 8.446 -0.64
C 5.316 8.334 8.246 -0.65
Cl 5.296 8.806 6.529 0.57
H 6.843 6.833 7.969 0.07
H 5.987 6.745 9.510 0.07
H 5.940 9.058 8.768 0.07
H 4.301 8.417 8.630 0.07
Cl -1.469 -7.745 -0.234 0.55
C -0.521 -9.241 -0.042 -0.66
C -0.287 -9.575 1.408 -0.63
Cl 0.808 -8.405 2.190 0.60
H 0.416 -9.118 -0.580 0.07
H -1.088 -10.042 -0.516 0.07
H 0.182 -10.554 1.492 0.07
H -1.218 -9.593 1.971 0.07
Cl -6.615 0.858 -8.335 0.62
C -7.343 -0.622 -9.015 -0.66
C -8.848 -0.588 -8.967 -0.66
Cl -9.468 -0.681 -7.295 0.53
H -6.948 -1.474 -8.466 -0.04
H -7.009 -0.694 -10.050 0.08
H -9.251 -1.447 -9.502 0.05
H -9.243 0.318 -9.422 0.07
Cl 3.751 -5.845 6.667 0.54
C 2.229 -6.156 7.537 -0.67
C 1.769 -7.586 7.386 -0.64
Cl 1.245 -7.958 5.722 0.55
H 1.483 -5.452 7.170 0.05
H 2.415 -5.940 8.588 0.07
H 0.912 -7.766 8.034 0.07
H 2.554 -8.289 7.655 0.07
Cl -8.436 -4.434 -10.032 0.55
C -7.644 -5.511 -8.850 -0.65
C -7.618 -4.912 -7.468 -0.64
Cl -6.536 -3.501 -7.374 0.61
H -6.642 -5.726 -9.212 0.07
H -8.213 -6.440 -8.837 0.07
H -7.245 -5.646 -6.754 0.07
H -8.609 -4.598 -7.148 0.07
Cl -3.399 2.240 0.586 0.66
C -4.878 1.996 1.546 -0.63
C -5.336 0.559 1.513 -0.65
Cl -5.918 0.087 -0.103 0.54
H -5.642 2.669 1.163 0.07
H -4.648 2.287 2.571 0.07
H -6.165 0.421 2.207 0.07
H -4.537 -0.123 1.796 0.07
Cl -0.079 0.452 8.086 0.55
C 1.642 0.202 7.683 -0.65
C 1.944 -1.227 7.319 -0.67
Cl 1.810 -2.327 8.716 0.54
H 2.235 0.535 8.532 0.07
H 1.864 0.848 6.835 0.07
H 2.968 -1.305 6.956 0.08
H 1.278 -1.588 6.539 0.03
Cl -1.043 4.572 4.070 0.55
C -0.300 3.446 5.233 -0.67
C -0.334 3.978 6.644 -0.66
Cl 0.743 5.383 6.863 0.55
H 0.718 3.247 4.902 0.05
H -0.866 2.516 5.180 0.07
H 0.011 3.210 7.334 0.03
H -1.339 4.275 6.935 0.07
```